[1]
C38H30F6N6O4Y | the ωB97M-V functional and the def2-TZVPD basis

Calculated values
total energy = -2733.39731 a.u.
charge = -1
ΔE to the lowest compared entry with this formula, charge and spin = 5.84 kcal/mol
Kohn-Sham gap = 5.867 eV

Element x y z (Å)
1 Y -0.4487 -0.7729 0.0050
2 O -1.3868 0.7207 -1.3645
3 C -1.1961 1.3499 -2.4656
4 C -1.8902 2.5629 -2.7251
5 C -1.7484 3.2320 -3.9147
6 C -0.9136 2.7430 -4.9310
7 C -0.2193 1.5805 -4.6984
8 C -0.3296 0.8777 -3.4880
9 C 0.4718 -0.3102 -3.3488
10 N 0.5865 -1.0848 -2.3321
11 C 1.4127 -2.2713 -2.5728
12 C 1.8325 -2.9102 -1.2562
13 N 0.6358 -2.9970 -0.4417
14 C 0.2043 -4.1542 -0.1316
15 C -1.0946 -4.4486 0.4336
16 C -1.2985 -5.7249 0.9731
17 C -2.5246 -6.1298 1.4469
18 C -3.6013 -5.2424 1.3321
19 C -3.4388 -3.9957 0.7786
20 C -2.1735 -3.5287 0.3346
21 O -2.0558 -2.3389 -0.1610
22 H -2.5378 2.9354 -1.9408
23 H -2.2937 4.1565 -4.0724
24 H -0.8054 3.2789 -5.8647
25 H 0.4605 1.1958 -5.4522
26 H 1.0394 -0.5601 -4.2542
27 H 2.2909 -2.0259 -3.1815
28 H 0.8145 -3.0057 -3.1237
29 H 2.5774 -2.2933 -0.7541
30 H 2.2775 -3.8955 -1.4422
31 H 0.8303 -5.0293 -0.3517
32 H -0.4500 -6.4006 1.0210
33 H -2.6572 -7.1114 1.8812
34 H -4.5840 -5.5451 1.6765
35 H -4.2849 -3.3279 0.6725
36 C 3.7819 2.8696 -4.5488
37 C 3.8517 1.6126 -3.9658
38 C 3.1782 1.3393 -2.7823
39 C 2.3987 2.3165 -2.1488
40 C 2.3439 3.5855 -2.7504
41 C 3.0226 3.8546 -3.9236
42 N 1.6570 2.0174 -1.0157
43 C 1.8089 2.7721 0.0677
44 C 2.8913 3.7098 0.2120
45 C 3.0682 4.4591 1.3359
46 C 2.1844 4.3590 2.4305
47 C 1.1326 3.4934 2.3347
48 C 0.9215 2.6903 1.1938
49 N -0.1867 1.8430 1.1543
50 N -1.1444 2.2713 1.8490
51 C -2.3141 1.4934 1.8874
52 C -3.3474 2.0477 2.6435
53 C -4.5501 1.3775 2.7304
54 C -4.6908 0.1768 2.0501
55 C -3.6111 -0.2991 1.3246
56 N -2.4414 0.3342 1.2469
57 H 4.3081 3.0794 -5.4717
58 H 4.4447 0.8328 -4.4314
59 H 3.2584 0.3552 -2.3382
60 H 1.7219 4.3449 -2.2913
61 H 2.9397 4.8391 -4.3699
62 H 3.5922 3.7958 -0.6070
63 H 3.9189 5.1296 1.3953
64 H 2.3581 4.9285 3.3338
65 H 0.4477 3.3652 3.1613
66 H -3.1705 2.9917 3.1385
67 H -5.3654 1.7857 3.3146
68 H -5.6122 -0.3882 2.0784
69 H -3.6610 -1.2279 0.7746
70 O 3.2554 -0.1257 0.7189
71 C 2.1757 -0.2033 0.3902
72 C -0.9677 -0.6426 4.1843
73 C 0.0563 -1.4549 3.3804
74 O -0.0948 -1.3286 2.0456
75 C -0.1108 -2.9489 3.7552
76 F 0.7218 -3.7523 3.0784
77 F 0.0952 -3.1933 5.0710
78 F -1.3611 -3.3521 3.4834
79 C 1.4714 -0.9708 3.7826
80 F 2.4503 -1.6839 3.2061
81 F 1.6914 -1.0127 5.1161
82 F 1.6376 0.3069 3.4065
83 H -1.9661 -0.9323 3.8602
84 H -0.8220 0.4142 3.9654
85 H -0.8693 -0.8044 5.2574

Forces on the atoms, in the same order (eV/Å):
-0.55 0.53 -0.40
0.02 -0.19 0.04
-0.09 0.00 -0.01
-0.01 -0.01 -0.01
-0.01 -0.01 0.02
0.03 -0.01 -0.01
0.07 0.08 0.00
0.11 -0.04 0.03
-0.13 0.09 -0.01
0.09 0.02 0.05
0.00 0.00 -0.01
-0.05 -0.02 -0.02
0.13 0.04 0.00
-0.07 0.02 0.02
0.05 -0.02 0.00
0.01 -0.01 0.00
-0.01 0.02 -0.01
0.02 -0.03 0.01
0.01 0.03 -0.02
-0.09 0.01 0.03
0.18 0.07 -0.01
0.01 0.00 0.00
0.00 0.00 0.01
0.01 -0.01 0.01
0.00 0.00 -0.01
0.00 -0.02 -0.02
0.01 -0.01 0.01
0.01 0.00 0.00
0.03 0.00 -0.01
0.01 0.00 0.01
-0.01 -0.01 0.00
0.00 0.00 0.00
0.00 0.00 0.00
0.00 0.00 0.00
0.00 -0.01 0.00
0.03 0.00 -0.01
-0.01 0.01 0.02
0.01 0.03 -0.08
-0.05 -0.07 0.09
-0.12 -0.05 -0.16
-0.05 -0.03 -0.05
-0.06 -0.16 0.24
0.09 -0.19 -0.30
0.08 0.10 0.15
0.01 0.00 -0.07
0.00 0.03 0.06
0.00 -0.02 0.00
-0.02 -0.09 0.10
0.09 0.02 -0.24
-0.13 -0.08 0.12
0.06 0.06 0.00
-0.06 0.00 0.02
0.03 0.03 0.00
0.02 -0.02 -0.01
-0.07 0.00 0.00
0.11 -0.13 -0.01
-0.01 0.00 0.00
0.00 0.00 0.00
-0.07 -0.03 0.08
0.03 0.00 0.01
0.02 0.00 0.00
0.02 0.00 0.09
0.01 0.00 -0.01
-0.01 -0.01 0.01
0.01 0.01 0.00
0.01 0.00 0.00
0.00 0.00 0.00
0.00 -0.01 0.00
0.01 0.01 0.00
-0.68 0.05 -0.30
0.76 0.04 0.38
0.01 0.01 0.01
-0.06 -0.04 0.03
0.23 0.02 0.15
-0.02 0.00 0.02
0.00 -0.01 0.00
0.01 0.00 -0.01
0.00 0.01 0.00
-0.04 0.01 0.08
0.03 -0.01 -0.03
0.00 0.00 -0.04
0.01 -0.01 -0.01
0.00 0.00 -0.01
0.01 -0.01 0.00
-0.01 0.00 0.00

***

[2]
C38H30GeN2O9SV | the ωB97M-V functional and the def2-TZVPD basis

Calculated values
total energy = -5671.89919 a.u.
<S²> = 0.7646
multiplicity = 2
ΔE to the lowest compared entry with this formula, charge and spin = 5.29 kcal/mol
Kohn-Sham gap (spin up / spin down) = 7.472 / 8.019 eV

Element x y z (Å)
1 V -0.7844 2.9423 0.1786
2 C 5.7079 -0.3980 -2.8084
3 C 4.8703 0.3788 -1.8302
4 C 5.4518 1.1248 -0.8138
5 C 4.6748 1.8431 0.0852
6 C 3.2937 1.8062 -0.0329
7 C 2.6869 1.0605 -1.0385
8 C 3.4790 0.3599 -1.9277
9 S 2.3620 2.6640 1.1936
10 O 1.7997 1.6986 2.0855
11 O 3.1825 3.7305 1.6929
12 N 1.1365 3.2929 0.2986
13 C 0.9026 4.6348 0.0335
14 C 1.5914 5.7916 0.4143
15 C 1.0627 6.9870 -0.0091
16 C -0.1285 7.0461 -0.7478
17 C -0.7741 5.8772 -1.0348
18 N -0.2459 4.6930 -0.6712
19 H 6.7610 -0.3778 -2.5325
20 H 5.6134 0.0154 -3.8140
21 H 5.3862 -1.4396 -2.8512
22 H 6.5309 1.1523 -0.7231
23 H 5.1337 2.4337 0.8653
24 H 1.6082 1.0138 -1.1312
25 H 3.0085 -0.2220 -2.7108
26 H 2.4875 5.7223 1.0072
27 H 1.5724 7.9066 0.2492
28 H -0.5454 7.9889 -1.0680
29 H -1.7200 5.8354 -1.5561
30 O -5.1981 3.7638 4.2153
31 C -4.3134 3.6917 3.4201
32 C -2.8357 3.3037 3.7154
33 O -2.3753 3.0193 4.7873
34 C -2.2167 3.3623 2.3955
35 C -3.0725 3.6801 1.3925
36 O -2.5828 3.7099 0.1765
37 C -4.4317 3.9606 1.8933
38 O -5.4105 4.3196 1.3021
39 O -0.9496 3.1184 2.0069
40 O -2.8509 0.7349 1.0106
41 C -1.6808 0.5985 0.8816
42 O -1.0029 1.2914 -0.1887
43 C -0.8050 -0.2661 1.7460
44 C -1.3853 -1.6801 1.8766
45 Ge -1.1082 -2.8178 0.3061
46 C -1.3900 -1.7897 -1.3229
47 C -2.6654 -1.3183 -1.6424
48 C -2.8759 -0.5361 -2.7689
49 C -1.8102 -0.2154 -3.5980
50 C -0.5390 -0.6875 -3.3047
51 C -0.3315 -1.4704 -2.1747
52 C -2.3345 -4.3143 0.3459
53 C -2.4826 -5.1201 -0.7845
54 C -3.3423 -6.2091 -0.7732
55 C -4.0701 -6.5050 0.3721
56 C -3.9381 -5.7114 1.5014
57 C -3.0743 -4.6224 1.4867
58 C 0.7250 -3.4753 0.3423
59 C 0.9899 -4.8455 0.3361
60 C 2.2942 -5.3219 0.3931
61 C 3.3573 -4.4343 0.4654
62 C 3.1136 -3.0677 0.4795
63 C 1.8089 -2.5970 0.4149
64 H -0.7909 0.2353 2.7185
65 H 0.2213 -0.2589 1.3826
66 H -2.4474 -1.6045 2.1140
67 H -0.8960 -2.1902 2.7080
68 H -3.5094 -1.5604 -1.0052
69 H -3.8701 -0.1737 -2.9969
70 H -1.9730 0.3957 -4.4770
71 H 0.2886 -0.4534 -3.9635
72 H 0.6625 -1.8444 -1.9597
73 H -1.9289 -4.8915 -1.6891
74 H -3.4487 -6.8241 -1.6576
75 H -4.7434 -7.3525 0.3818
76 H -4.5079 -5.9372 2.3934
77 H -2.9832 -4.0121 2.3775
78 H 0.1708 -5.5537 0.2917
79 H 2.4785 -6.3887 0.3875
80 H 4.3727 -4.8059 0.5175
81 H 3.9351 -2.3660 0.5453
82 H 1.6487 -1.5250 0.4232

Forces on the atoms, in the same order (eV/Å):
-1.30 1.04 1.03
-0.01 0.00 0.02
0.01 -0.05 -0.01
0.04 0.03 0.02
-0.04 -0.04 -0.12
0.22 -0.02 0.00
-0.07 -0.03 0.08
-0.03 -0.04 0.01
-0.04 0.20 -0.23
-0.11 -0.06 -0.03
0.00 -0.06 0.15
0.35 0.63 0.05
0.64 -0.34 -0.23
-0.04 0.00 -0.10
-0.01 0.10 -0.01
0.07 0.06 0.03
-0.08 -0.24 -0.01
0.24 0.42 -0.14
0.00 0.01 0.00
0.00 0.00 0.00
0.00 0.00 0.00
0.00 0.00 0.01
-0.01 0.01 0.02
-0.01 0.03 0.04
-0.02 -0.02 -0.02
0.00 0.00 0.00
0.00 0.00 0.00
0.01 0.01 0.01
-0.01 -0.01 0.02
0.04 0.01 -0.01
0.00 -0.01 -0.03
-0.13 0.05 -0.03
0.02 -0.01 0.00
0.67 -0.12 -0.01
-0.04 0.12 -0.57
0.14 -0.17 0.20
0.02 -0.01 0.10
0.00 -0.01 0.00
-0.43 -0.20 0.04
-0.15 0.16 -0.12
0.16 -0.47 -0.48
-0.33 -1.26 0.44
0.20 0.08 -0.13
-0.04 0.12 0.12
0.08 0.02 -0.06
0.02 0.13 -0.15
0.04 -0.02 -0.01
0.00 0.00 0.04
0.01 0.02 -0.01
0.01 -0.04 0.04
-0.09 0.04 -0.02
-0.14 -0.12 0.02
-0.06 -0.01 0.03
0.01 0.02 0.02
0.00 -0.01 -0.01
0.03 0.04 -0.01
0.00 -0.07 -0.05
0.13 -0.10 0.02
0.05 0.03 0.00
-0.03 0.01 0.00
0.00 0.02 0.01
-0.06 -0.01 -0.02
0.04 -0.02 0.00
0.03 0.00 0.00
-0.06 0.05 -0.01
-0.01 -0.05 0.01
-0.03 0.06 0.07
0.00 0.01 0.02
0.00 0.00 0.00
0.00 0.00 0.00
0.02 0.00 0.01
0.04 0.00 0.00
0.01 0.01 0.00
0.00 0.00 0.00
0.00 0.00 0.00
0.00 0.00 0.01
0.01 0.01 0.01
-0.02 0.00 0.00
0.00 -0.01 0.00
0.01 0.00 0.00
0.03 0.03 -0.01
0.01 0.03 -0.01

***

[3]
C38H31GeN2O9SeW | the ωB97M-V functional and the def2-TZVPD basis

Calculated values
total energy = -6798.60945 a.u.
charge = +1
ΔE to the lowest compared entry with this formula, charge and spin = 44.61 kcal/mol
Kohn-Sham gap = 6.116 eV

Element x y z (Å)
1 W 0.6503 -0.0386 1.7553
2 O -4.5106 -1.1166 -1.6930
3 C -3.4519 -0.8404 -0.9311
4 C -3.2840 0.3726 -0.2574
5 C -2.1576 0.5291 0.5169
6 N -1.2607 -0.4308 0.6514
7 C -1.3734 -1.5517 -0.0442
8 C -2.4539 -1.8195 -0.8472
9 C -0.1668 -2.3996 0.1120
10 O 0.1345 -3.3925 -0.4510
11 O 0.6562 -1.7896 1.0372
12 C -1.7444 1.7691 1.2388
13 O -2.3508 2.8025 1.2121
14 O -0.6361 1.5521 1.9232
15 H -5.1400 -0.3839 -1.7025
16 H -3.9918 1.1883 -0.3331
17 H -2.5205 -2.7434 -1.4033
18 O 0.7149 0.6250 -0.2507
19 C 1.3779 1.7191 -0.1144
20 C 1.8181 2.6676 -1.1662
21 C 2.4507 3.7575 -0.2991
22 C 2.4303 3.2156 1.1330
23 O 2.9292 3.7298 2.0842
24 N 1.6933 1.9893 1.1154
25 H 0.9758 2.9964 -1.7736
26 H 2.5271 2.1616 -1.8233
27 H 1.8762 4.6836 -0.3050
28 H 3.4772 3.9999 -0.5642
29 Se -1.1712 -0.9767 3.5128
30 C -1.6312 0.2995 4.8681
31 C -2.3532 1.4668 4.6386
32 C -2.6748 2.2928 5.7040
33 C -2.2968 1.9567 6.9964
34 C -1.5928 0.7835 7.2290
35 C -1.2508 -0.0408 6.1683
36 H -2.6777 1.7388 3.6446
37 H -3.2369 3.1995 5.5234
38 H -2.5555 2.6070 7.8212
39 H -1.2978 0.5115 8.2337
40 H -0.6762 -0.9415 6.3493
41 O 2.5618 -0.4252 1.5063
42 C 3.1477 -1.3053 0.6227
43 O 3.2784 -1.0465 -0.5310
44 C 3.5724 -2.5712 1.3282
45 C 3.3589 -2.6598 2.8455
46 Ge 1.6329 -2.2270 3.7822
47 C 0.4709 -3.7500 3.1471
48 C -0.8517 -4.0179 3.5150
49 C -1.5285 -5.1460 3.0775
50 C -0.8981 -6.0675 2.2542
51 C 0.4244 -5.8540 1.9104
52 C 1.0905 -4.7188 2.3523
53 C 1.7153 -2.5872 5.7186
54 C 1.0333 -3.6951 6.2247
55 C 1.0999 -4.0303 7.5706
56 C 1.8569 -3.2691 8.4462
57 C 2.5437 -2.1645 7.9630
58 C 2.4667 -1.8287 6.6196
59 C 1.9100 -0.0057 3.9436
60 C 3.2884 0.1482 4.2113
61 C 3.7958 1.3606 4.6104
62 C 2.9885 2.5027 4.6750
63 C 1.6678 2.3972 4.3458
64 C 1.1218 1.1418 4.0129
65 H 4.6419 -2.6714 1.1204
66 H 3.0905 -3.3766 0.7707
67 H 4.1680 -2.0988 3.2981
68 H 3.5386 -3.6870 3.1722
69 H -1.3724 -3.3718 4.2070
70 H -2.5488 -5.3107 3.3989
71 H -1.4238 -6.9458 1.9043
72 H 0.9488 -6.5668 1.2878
73 H 2.1200 -4.6214 2.0539
74 H 0.4465 -4.3302 5.5764
75 H 0.5587 -4.8963 7.9292
76 H 1.9128 -3.5336 9.4938
77 H 3.1395 -1.5562 8.6310
78 H 2.9952 -0.9420 6.3010
79 H 3.9725 -0.6767 4.1682
80 H 4.8461 1.4356 4.8629
81 H 3.4163 3.4542 4.9560
82 H 1.0094 3.2548 4.3744
83 H 0.0506 1.1155 3.9839

Forces on the atoms, in the same order (eV/Å):
0.21 2.46 -0.86
0.01 0.05 0.02
-0.05 -0.05 -0.05
0.09 -0.01 0.07
-0.06 0.01 -0.16
0.11 -0.05 0.06
-0.19 -0.11 -0.08
0.05 0.07 0.08
0.22 0.12 0.36
-0.14 -0.05 -0.01
-0.02 -0.60 -0.13
-0.09 -0.10 0.21
-0.01 -0.02 -0.01
0.33 -0.07 -0.05
0.00 -0.03 -0.02
0.00 0.01 0.00
0.00 -0.01 -0.01
-0.05 -0.09 -0.09
-0.06 -0.59 0.23
0.05 0.01 0.00
0.00 0.02 0.04
-0.05 -0.11 -0.06
0.01 0.02 0.03
0.26 0.10 0.12
-0.01 0.01 0.02
0.00 0.00 0.00
0.02 0.01 -0.01
0.00 -0.01 -0.02
-0.33 -0.05 -0.30
0.12 -0.08 0.31
-0.07 -0.11 -0.17
-0.03 0.06 0.06
0.01 -0.03 0.00
-0.01 0.03 -0.03
0.07 0.02 -0.05
0.01 -0.01 -0.02
0.01 0.00 -0.02
-0.01 0.00 0.00
0.00 0.00 0.00
0.00 -0.01 -0.03
-0.44 0.24 -0.25
-0.42 0.08 0.79
0.10 0.02 -0.13
0.12 -0.10 -0.22
0.05 0.13 0.05
0.36 -0.73 0.66
-0.13 0.00 -0.30
0.01 0.04 0.26
0.03 -0.08 -0.04
0.02 0.03 0.01
-0.06 -0.04 -0.01
0.08 0.13 -0.01
0.13 0.16 0.07
-0.02 -0.13 -0.03
0.01 0.01 0.04
0.00 0.02 -0.04
-0.03 -0.04 0.01
-0.04 0.13 0.03
-0.05 -0.75 -0.65
-0.13 0.32 0.02
0.01 0.06 0.03
0.04 -0.05 0.02
-0.13 0.00 -0.02
0.12 -0.07 0.37
-0.03 -0.10 -0.05
-0.04 0.00 0.04
-0.02 -0.10 0.10
0.00 -0.02 -0.06
0.04 -0.02 -0.05
-0.01 0.01 0.01
0.00 0.00 0.00
0.01 0.00 0.00
0.05 0.06 -0.03
0.04 0.04 -0.02
0.00 0.00 0.00
0.00 0.00 0.01
0.00 0.00 0.01
0.00 -0.01 -0.06
-0.03 0.01 -0.02
0.00 -0.01 0.00
-0.02 0.01 0.01
0.01 0.01 -0.03
-0.01 -0.01 0.03